16
Properties=species:S:1:pos:R:3 method="wB97M-V/def2-TZVPD" e_above_lowest_kcal_mol=67.9 e_tot_ha=-693.0630 spin_multiplicity=3 homo_lumo_gap_ev="6.77 / 7.23" homo_ev="-5.95 / -8.93"
B -1.204 -0.206 -0.633
C -0.833 -2.542 0.063
C 2.143 0.164 0.835
C -0.989 2.515 -0.658
O -1.372 -1.458 -0.702
O 0.948 0.672 1.022
S -1.947 1.178 -1.448
H 0.272 -2.442 0.210
H -1.006 -3.548 -0.476
H -1.460 -2.640 0.948
H 2.425 0.204 -0.328
H 2.222 -0.935 1.134
H 2.933 0.747 1.360
H -1.147 3.515 -1.012
H 0.043 2.413 -0.856
H -1.030 2.364 0.540

***

17
Properties=species:S:1:pos:R:3 method="wB97M-V/def2-TZVPD" e_above_lowest_kcal_mol=22.9 e_tot_ha=-445.5417 homo_lumo_gap_ev=9.35 homo_ev=-9.44
B -1.960 0.069 0.110
C 2.044 -0.263 0.291
C -0.385 -0.436 -0.214
C 0.675 0.332 0.502
O -2.831 -0.965 0.122
O -2.096 1.449 0.070
O -0.265 -1.742 0.098
O 0.711 1.752 0.081
H 1.937 -1.097 -0.399
H 2.901 0.338 -0.074
H 2.282 -0.522 1.331
H -0.151 -0.292 -1.597
H 0.504 0.348 1.652
H -3.771 -0.936 -0.121
H -2.849 2.013 0.367
H -1.131 -1.973 0.374
H -0.126 2.018 -0.201

***

14
Properties=species:S:1:pos:R:3 method="wB97M-V/def2-TZVPD" e_above_lowest_kcal_mol=67.3 e_tot_ha=-542.6391 homo_lumo_gap_ev="8.36 / 8.36" homo_ev="-9.29 / -9.29"
B 0.386 0.046 0.029
C 0.873 -1.675 -0.039
C -0.821 0.229 1.033
C 0.203 0.859 -1.257
S -1.017 1.990 -1.610
H 1.152 -1.801 0.975
H 1.755 -1.803 -0.703
H 0.111 -2.349 -0.407
H -1.763 0.117 0.679
H -0.883 1.312 1.339
H -0.773 -0.410 1.893
H 1.393 0.570 0.380
H 0.917 1.005 -2.054
H -1.534 1.911 -0.258

***

21
Properties=species:S:1:pos:R:3 method="wB97M-V/def2-TZVPD" e_tot_ha=-8825.5137 homo_lumo_gap_ev=7.67 homo_ev=-8.05
C 0.078 -0.768 0.758
P -0.833 -0.898 -0.822
C -1.971 0.536 -0.996
O 0.247 -0.922 -2.172
P 1.453 -1.900 -2.023
O 1.187 -3.117 -1.314
O 1.997 -2.154 -3.474
O 2.600 -1.062 -1.287
H -0.685 -0.567 1.505
H 0.791 0.050 0.838
H 0.530 -1.715 1.006
H -1.937 1.115 -0.076
H -1.737 1.218 -1.806
H -2.957 0.121 -1.099
H 2.723 -2.792 -3.367
H 2.267 -0.154 -1.205
C -0.781 2.739 3.176
Br -1.972 2.560 1.667
Br -1.340 1.634 4.648
Br 1.048 2.401 2.683
H -0.835 3.766 3.505

***

14
Properties=species:S:1:pos:R:3 method="wB97M-V/def2-TZVPD" e_above_lowest_kcal_mol=28.5 e_tot_ha=-2748.1795 homo_lumo_gap_ev=9.85 homo_ev=-13.78 charge=+1
C -0.706 -1.322 1.486
C 0.224 -1.151 -0.841
C -0.694 -0.807 0.264
N 0.697 1.907 -0.172
Br -2.062 0.513 -0.254
H -1.411 -0.957 2.211
H 0.087 2.153 -0.937
H 0.003 -2.156 1.702
H 1.010 -1.868 -0.709
H 0.622 -0.257 -1.272
H -0.430 -1.557 -1.649
H 0.969 2.854 0.062
H 0.180 1.289 0.539
H 1.512 1.359 -0.428

***

17
Properties=species:S:1:pos:R:3 method="wB97M-V/def2-TZVPD" e_tot_ha=-1547.4347 homo_lumo_gap_ev=8.85 homo_ev=-12.35 charge=+1
C 1.772 0.363 -0.905
C 0.581 -0.147 -0.092
C -1.137 1.036 -0.290
N -2.435 -1.313 -0.134
N 0.845 -0.168 1.377
S -2.467 0.206 0.587
Cl 3.246 -0.446 -0.108
Cl -0.656 2.503 0.287
H 1.664 -0.092 -2.004
H 1.998 1.414 -0.946
H 0.307 -1.142 -0.412
H -1.096 1.119 -1.334
H -3.335 -1.679 -0.056
H -2.293 -1.171 -1.159
H 0.119 -0.687 1.791
H 0.952 0.684 1.931
H 1.935 -0.479 1.467